Entry from OMol25: a molecular structure, C33H43F5N2O3PSiTe2Tl in a non-equilibrium geometry (ωB97M-V/def2-TZVPD).

The geometry in XYZ format:
```
91
C33H43F5N2O3PSiTe2Tl ωB97M-V/def2-TZVPD
Tl -0.70 0.22 0.15
O 0.45 -2.20 -1.94
C 1.38 -1.44 -2.13
O 1.85 -0.62 -1.20
C 2.16 -1.30 -3.39
C 1.94 -2.03 -4.54
C 2.75 -1.77 -5.64
C 3.74 -0.80 -5.57
C 3.95 -0.07 -4.41
C 3.15 -0.33 -3.31
P 3.24 0.46 -1.69
C 2.12 1.88 -1.45
C 0.84 1.88 -1.99
C 0.02 2.99 -1.82
C 0.45 4.08 -1.08
C 1.73 4.08 -0.54
C 2.57 3.00 -0.75
C 4.29 -0.37 -0.47
C 5.15 0.38 0.34
C 5.96 -0.26 1.26
C 5.95 -1.64 1.35
C 5.12 -2.39 0.52
C 4.27 -1.75 -0.37
H 1.16 -2.78 -4.57
H 2.61 -2.33 -6.56
H 4.37 -0.61 -6.44
H 4.73 0.68 -4.35
H 0.47 1.05 -2.57
H -0.97 3.00 -2.26
H -0.20 4.93 -0.92
H 2.07 4.91 0.06
H 3.57 3.01 -0.33
H 5.16 1.46 0.27
H 6.58 0.33 1.92
H 6.59 -2.14 2.06
H 5.11 -3.47 0.59
H 3.60 -2.35 -0.98
C -4.12 0.16 -0.33
Si -2.81 -0.98 -0.97
C -2.76 -2.67 -0.23
C -2.37 -0.84 -2.76
C -2.03 -1.97 -3.51
C -1.63 -1.84 -4.83
C -1.56 -0.59 -5.43
C -1.90 0.54 -4.70
C -2.31 0.41 -3.38
H -5.06 -0.37 -0.17
H -4.31 0.98 -1.02
H -3.81 0.58 0.63
H -2.97 -3.43 -0.98
H -3.50 -2.75 0.57
H -1.78 -2.89 0.20
H -2.05 -2.95 -3.05
H -1.37 -2.73 -5.40
H -1.24 -0.50 -6.45
H -1.86 1.52 -5.16
H -2.57 1.30 -2.82
C -1.39 -0.32 4.03
Te -1.96 1.49 3.08
C -3.97 1.37 3.85
H -1.61 -0.24 5.09
H -0.32 -0.43 3.88
H -1.94 -1.16 3.60
H -4.43 0.42 3.57
H -4.55 2.19 3.43
H -3.96 1.46 4.93
C 1.22 -3.58 3.80
C 0.79 -4.14 2.44
C 1.99 -4.22 1.50
C 0.17 -5.52 2.62
N -0.27 -3.31 1.82
N 0.19 -2.06 1.30
H 2.00 -4.20 4.25
H 0.38 -3.55 4.49
H 1.64 -2.57 3.70
H 2.70 -4.96 1.88
H 2.52 -3.26 1.45
H 1.68 -4.52 0.50
H 0.88 -6.20 3.11
H -0.10 -5.94 1.65
H -0.73 -5.47 3.23
H -0.92 -3.06 2.57
H 0.75 -2.27 0.48
H 0.82 -1.57 1.95
F 1.59 1.13 3.89
Te 2.39 1.16 2.19
F 2.09 3.08 2.29
F 3.98 1.43 3.35
F 2.45 -0.84 2.56
F 4.46 1.48 -2.14
O 0.52 0.90 1.67
```

M: 1129.4 g/mol
HOMO energy: -7.6 eV
E_LUMO: -0.46 eV
relative energy (zero: lowest compared OMol25 entry of this formula, charge and spin): 96.86 kJ/mol
energy: -3457.3276 Ha
orbital gap: 7.10 eV